1.
Computed, not measured: 11 unconnected molecules or ions with the total composition C26H77N3O11, with ωB97M-V/def2-TZVPD.

Relative energy (zero: lowest compared OMol25 entry of this formula, charge and spin) = 64.33 kJ/mol
Structure (SMILES) = COC[C@H](C)N.COC[C@H](C)N.COC[C@H](C)N.CCO.CCO.CCO.CCO.CCO.CCO.CCO.O
Highest occupied orbital energy = -0.3012 hartree
Kohn-Sham gap = 0.307 hartree

Last columns: bonded neighbours and bond lengths (Å).
Cartesian coordinates (Å):
1 H -2.31 -1.99 6.28  C77 1.090
2 C -0.84 6.11 2.10  C16 1.572, H23 1.090, H48 1.090, O56 1.442
3 C 1.88 2.84 -5.08  H10 1.090, C58 1.557, H92 1.090, O99 1.424
4 O -4.15 1.33 -1.13  H49 0.960, C85 1.397
5 C -0.06 -0.50 -1.31  H11 1.090, H26 1.090, H81 1.090, C100 1.525
6 H 5.39 0.27 0.91  C106 1.090
7 H -0.24 8.59 2.88  C84 1.090
8 H 0.67 1.57 4.17  C25 1.090
9 H 0.74 -0.05 4.74  C25 1.090
10 H 1.78 2.77 -6.16  C3 1.090
11 H 0.01 0.47 -1.82  C5 1.090
12 H -2.69 -5.06 -4.26  C73 1.090
13 H 2.41 3.06 -0.79  O42 0.957
14 H -3.89 -0.75 -2.88  C41 1.090
15 C 8.06 -3.60 0.87  O21 1.443, H45 1.090, H67 1.090, H90 1.090
16 C -0.34 4.63 2.16  C2 1.572, H19 1.090, C72 1.523, N111 1.431
17 C 4.80 -1.81 0.94  N59 1.503, H78 1.090, C88 1.533, C106 1.526
18 H -0.65 -0.92 2.98  C110 1.090
19 H 0.58 4.60 2.75  C16 1.090
20 H -4.17 -2.17 0.02  C70 1.090
21 O 6.83 -2.98 0.43  C15 1.443, C88 1.409
22 H -4.72 -0.16 -4.35  C41 1.090
23 H -1.23 6.42 3.07  C2 1.090
24 H -2.88 -0.06 3.43  C96 1.090
25 C 0.62 0.54 3.83  H8 1.090, H9 1.090, H36 1.090, C110 1.543
26 H -0.89 -0.47 -0.61  C5 1.090
27 H -2.40 -5.48 -2.08  O46 0.960
28 O 0.17 -6.35 -0.58  H87 0.960, C102 1.388
29 C -2.69 0.55 -4.13  C41 1.519, O89 1.410, H114 1.090, H115 1.090
30 O 1.54 -0.11 0.35  H76 0.960, C100 1.399
31 H -1.04 2.77 2.62  N111 1.010
32 H -1.38 0.35 1.33  N94 1.010
33 C -3.54 3.59 -0.54  H40 1.090, H69 1.090, H75 1.090, C85 1.503
34 H 1.72 4.73 -5.22  O99 0.960
35 H -1.13 -1.97 4.95  C77 1.090
36 H 1.38 0.27 3.11  C25 1.090
37 H 5.65 -3.42 2.05  C88 1.090
38 H 0.62 8.99 1.38  C84 1.090
39 H -0.96 -5.20 -4.51  C73 1.090
40 H -2.91 4.26 0.05  C33 1.090
41 C -3.78 -0.50 -3.94  H14 1.090, H22 1.090, C29 1.519, H64 1.090
42 O 2.68 2.23 -0.41  H13 0.957, H105 0.957
43 H 0.32 -4.47 0.10  C102 1.090
44 H 1.99 0.82 -4.59  C58 1.090
45 H 8.37 -3.34 1.89  C15 1.090
46 O -1.68 -5.70 -2.67  H27 0.960, C73 1.377
47 C -2.56 -2.95 1.16  H60 1.090, C70 1.499, H83 1.090, H101 1.090
48 H -1.70 6.11 1.42  C2 1.090
49 H -4.03 1.44 -2.07  O4 0.960
50 H -0.72 -3.28 -2.69  C63 1.090
51 H 1.36 -5.86 1.91  C109 1.090
52 H -3.23 1.79 0.59  C85 1.090
53 H -0.10 -6.89 1.98  C109 1.090
54 H -2.15 3.85 2.26  N111 1.010
55 H -2.93 -2.02 4.69  C77 1.090
56 O 0.19 7.00 1.61  C2 1.442, C84 1.429
57 H -2.64 -1.93 -0.74  C70 1.090
58 C 1.20 1.56 -4.50  C3 1.557, H44 1.090, H103 1.090, H113 1.090
59 N 3.73 -1.53 1.96  C17 1.503, H68 1.010, H104 1.010
60 H -1.48 -2.79 1.03  C47 1.090
61 H 6.56 -2.00 2.26  C88 1.090
62 H -0.73 3.71 0.13  C72 1.090
63 C -1.56 -3.43 -3.37  H50 1.090, C73 1.533, H93 1.090, H112 1.090
64 H -3.50 -1.44 -4.41  C41 1.090
65 H -2.72 2.54 -4.11  O89 0.960
66 H 0.57 3.04 0.91  C72 1.090
67 H 7.96 -4.68 0.85  C15 1.090
68 H 4.04 -0.77 2.55  N59 1.010
69 H -3.52 3.95 -1.57  C33 1.090
70 C -3.13 -1.93 0.23  H20 1.090, C47 1.499, H57 1.090, O116 1.433
71 H -1.13 8.70 1.44  C84 1.090
72 C 0.05 4.00 0.83  C16 1.523, H62 1.090, H66 1.090, H97 1.090
73 C -1.72 -4.90 -3.79  H12 1.090, H39 1.090, O46 1.377, C63 1.533
74 H 0.18 0.71 1.55  N94 1.010
75 H -4.57 3.70 -0.23  C33 1.090
76 H 1.89 0.66 -0.10  O30 0.960
77 C -2.11 -1.61 5.28  H1 1.090, H35 1.090, H55 1.090, O91 1.405
78 H 4.42 -2.47 0.17  C17 1.090
79 H -2.23 1.94 -0.88  C85 1.090
80 H 1.01 -1.96 -0.16  C100 1.090
81 H -0.38 -1.17 -2.11  C5 1.090
82 H -3.33 -0.05 0.06  O116 0.960
83 H -2.91 -3.97 0.98  C47 1.090
84 C -0.16 8.37 1.82  H7 1.090, H38 1.090, O56 1.429, H71 1.090
85 C -3.22 2.12 -0.45  O4 1.397, C33 1.503, H52 1.090, H79 1.090
86 H -2.44 1.45 4.09  C96 1.090
87 H -0.49 -6.28 -1.27  O28 0.960
88 C 6.02 -2.56 1.50  C17 1.533, O21 1.409, H37 1.090, H61 1.090
89 O -3.16 1.80 -3.69  C29 1.410, H65 0.960
90 H 8.90 -3.31 0.24  C15 1.090
91 O -2.17 -0.21 5.28  C77 1.405, C96 1.398
92 H 2.96 2.92 -4.91  C3 1.090
93 H -2.50 -3.19 -2.87  C63 1.090
94 N -0.74 0.82 1.95  H32 1.010, H74 1.010, C110 1.421
95 H 4.15 -0.12 -0.24  C106 1.090
96 C -2.10 0.41 4.03  H24 1.090, H86 1.090, O91 1.398, C110 1.620
97 H 0.74 4.67 0.31  C72 1.090
98 H 5.89 -0.61 -0.48  C106 1.090
99 O 1.31 4.07 -4.66  C3 1.424, H34 0.960
100 C 1.22 -1.02 -0.66  C5 1.525, O30 1.399, H80 1.090, H107 1.090
101 H -2.81 -2.75 2.20  C47 1.090
102 C -0.15 -5.41 0.39  O28 1.388, H43 1.090, H108 1.090, C109 1.504
103 H 0.95 1.59 -3.44  C58 1.090
104 H 2.94 -1.18 1.43  N59 1.010
105 H 3.61 2.36 -0.20  O42 0.957
106 C 5.06 -0.50 0.21  H6 1.090, C17 1.526, H95 1.090, H98 1.090
107 H 2.05 -1.20 -1.34  C100 1.090
108 H -1.23 -5.23 0.41  C102 1.090
109 C 0.29 -5.90 1.73  H51 1.090, H53 1.090, C102 1.504, H117 1.090
110 C -0.74 0.14 3.20  H18 1.090, C25 1.543, N94 1.421, C96 1.620
111 N -1.29 3.73 2.77  C16 1.431, H31 1.010, H54 1.010
112 H -1.40 -2.80 -4.25  C63 1.090
113 H 0.40 1.09 -5.07  C58 1.090
114 H -2.44 0.60 -5.19  C29 1.090
115 H -1.82 0.22 -3.56  C29 1.090
116 O -3.11 -0.62 0.80  C70 1.433, H82 0.960
117 H -0.22 -5.25 2.44  C109 1.090

2.
Computed, not measured: 13 unconnected molecules or ions with the total composition C26H78O13S13, with ωB97M-V/def2-TZVPD.

Relative energy (zero: lowest compared OMol25 entry of this formula, charge and spin) = 1532.83 kJ/mol
Highest occupied orbital energy = -0.3073 hartree
Kohn-Sham gap = 0.305 hartree

Last columns: bonded neighbours and bond lengths (Å).
Cartesian coordinates (Å):
1 C 2.22 -2.69 -4.71  S3 1.812, H6 1.226, H38 1.162, H96 1.304
2 H 1.94 -2.86 4.67  C83 1.157
3 S 1.55 -4.08 -5.65  C1 1.812, O5 1.536, C39 1.856
4 H -3.68 2.27 -5.46  C43 1.121
5 O 1.61 -5.39 -4.86  S3 1.536
6 H 1.50 -2.37 -3.77  C1 1.226
7 H -3.71 5.12 -1.28  C94 1.203
8 H 1.16 -4.31 4.32  C83 0.961
9 H -5.49 4.77 -0.46  C94 0.994
10 C 0.98 -0.32 -0.42  H33 1.061, S74 1.794, H125 1.061, H129 1.219
11 H 4.19 1.71 3.02  C32 1.077
12 H -4.07 -3.38 -1.82  C79 1.190
13 H -1.11 -2.81 1.70  C55 1.218
14 O 3.43 -2.33 1.11  S31 1.575
15 H -3.67 5.10 1.74  C22 1.098
16 C 5.31 -0.38 0.25  H29 0.977, S35 1.816, H102 1.143, H127 1.109
17 H 4.19 -5.56 0.16  C93 1.234
18 S 3.20 1.17 -4.12  C51 1.803, O78 1.558, C105 1.809
19 C 2.46 5.61 1.28  H28 1.152, H30 1.032, H53 1.103, S89 1.796
20 H 0.52 0.87 1.85  C88 1.012
21 H -2.16 1.96 4.81  C24 1.060
22 C -3.06 4.37 1.20  H15 1.098, H48 1.104, H81 0.969, S124 1.825
23 H 5.22 0.18 3.32  C32 1.153
24 C -2.23 1.58 5.80  H21 1.060, H47 1.185, S59 1.776, H87 1.035
25 H 0.88 0.72 4.92  C85 1.098
26 C 2.61 4.12 4.83  S62 1.789, H65 1.116, H84 1.152, H109 1.044
27 H 3.21 -3.44 -1.51  C77 0.975
28 H 1.56 6.33 1.35  C19 1.152
29 H 4.40 -0.63 0.00  C16 0.977
30 H 3.22 6.31 1.18  C19 1.032
31 S 3.10 -3.82 0.74  O14 1.575, C77 1.697, C93 1.804
32 C 4.52 0.76 2.62  H11 1.077, H23 1.153, S35 1.854, H123 1.015
33 H 1.13 -1.16 0.21  C10 1.061
34 H 1.59 -3.19 -0.84  C77 1.109
35 S 5.34 1.26 1.03  C16 1.816, C32 1.854, O42 1.549
36 H -7.93 -0.11 1.28  C95 1.152
37 H 0.75 2.70 -0.08  C92 1.056
38 H 2.11 -1.73 -5.37  C1 1.162
39 C 3.00 -4.28 -6.79  S3 1.856, H71 1.018, H110 1.080, H112 1.054
40 H -3.53 1.18 -6.90  C43 1.115
41 H 0.73 -2.53 2.08  C55 1.121
42 O 6.83 1.61 1.27  S35 1.549
43 C -3.81 1.21 -5.82  H4 1.121, H40 1.115, H49 0.929, S108 1.731
44 H 3.59 -0.66 -2.56  C105 1.124
45 O -6.80 -0.29 -1.36  S61 1.480
46 H -0.05 -4.06 2.13  C55 1.061
47 H -1.15 1.46 6.29  C24 1.185
48 H -2.42 5.01 0.56  C22 1.104
49 H -4.70 0.98 -5.71  C43 0.929
50 C -4.63 -1.00 -0.09  H58 1.046, S61 1.789, H72 1.065, H116 1.062
51 C 1.62 1.42 -3.28  S18 1.803, H98 1.175, H100 1.114, H107 1.178
52 H 5.15 0.18 -2.91  C105 1.061
53 H 2.78 5.04 2.17  C19 1.103
54 H 0.07 4.29 0.13  C92 1.084
55 C -0.19 -3.06 2.45  H13 1.218, H41 1.121, H46 1.061, S115 1.729
56 O -1.24 0.83 -5.09  S108 1.546
57 H 4.05 0.94 -1.83  C105 1.160
58 H -5.08 -1.80 0.42  C50 1.046
59 S -3.08 0.04 5.59  C24 1.776, C70 1.847, O82 1.510
60 O -2.28 -3.94 -4.88  S120 1.518
61 S -6.02 0.12 -0.17  O45 1.480, C50 1.789, C95 1.748
62 S 1.06 3.23 4.99  C26 1.789, C85 1.796, O106 1.496
63 H 0.87 -3.73 5.77  C83 1.000
64 O -2.95 2.51 -0.83  S124 1.522
65 H 2.86 3.47 3.96  C26 1.116
66 C -3.13 0.42 -3.32  H90 0.977, H99 1.116, S108 1.761, H117 1.123
67 H 5.25 -4.13 -0.52  C93 1.096
68 H -1.22 -3.61 -1.67  C121 1.107
69 H -3.03 -2.09 -2.93  C79 1.138
70 C -4.10 0.64 4.17  S59 1.847, H76 1.085, H86 1.107, H128 1.139
71 H 3.72 -4.61 -6.15  C39 1.018
72 H -4.06 -1.19 -0.97  C50 1.065
73 H 5.24 -4.59 1.36  C93 1.100
74 S -0.69 0.31 -0.26  C10 1.794, C88 1.822, O101 1.551
75 H 2.27 1.35 5.21  C85 0.925
76 H -4.36 1.66 4.43  C70 1.085
77 C 2.54 -3.76 -0.87  H27 0.975, S31 1.697, H34 1.109, H114 1.095
78 O 3.97 2.53 -4.09  S18 1.558
79 C -3.53 -3.10 -2.84  H12 1.190, H69 1.138, H104 1.061, S120 1.803
80 H -5.16 3.94 -1.92  C94 1.172
81 H -2.51 3.78 1.74  C22 0.969
82 O -4.00 -0.14 6.77  S59 1.510
83 C 0.98 -3.49 4.80  H2 1.157, H8 0.961, H63 1.000, S115 1.803
84 H 3.06 3.93 5.88  C26 1.152
85 C 1.56 1.54 4.65  H25 1.098, S62 1.796, H75 0.925, H126 1.067
86 H -4.87 -0.14 4.04  C70 1.107
87 H -2.76 2.37 6.21  C24 1.035
88 C -0.42 0.69 1.51  H20 1.012, S74 1.822, H103 1.252, H119 1.031
89 S 2.45 4.46 -0.10  C19 1.796, O91 1.569, C92 1.799
90 H -2.68 0.02 -2.54  C66 0.977
91 O 3.55 3.45 0.37  S89 1.569
92 C 0.91 3.65 0.36  H37 1.056, H54 1.084, S89 1.799, H118 1.034
93 C 4.74 -4.48 0.39  H17 1.234, S31 1.804, H67 1.096, H73 1.100
94 C -4.70 4.49 -1.00  H7 1.203, H9 0.994, H80 1.172, S124 1.781
95 C -6.87 -0.57 1.20  H36 1.152, S61 1.748, H111 1.121, H122 1.091
96 H 3.46 -2.79 -4.32  C1 1.304
97 H -0.25 -4.34 -2.89  C121 0.904
98 H 1.94 2.10 -2.38  C51 1.175
99 H -4.20 0.36 -3.02  C66 1.116
100 H 1.01 0.50 -3.10  C51 1.114
101 O -1.44 -1.05 -0.34  S74 1.551
102 H 6.01 -1.26 0.45  C16 1.143
103 H -0.72 -0.47 1.88  C88 1.252
104 H -4.29 -3.16 -3.57  C79 1.061
105 C 4.10 0.31 -2.80  S18 1.809, H44 1.124, H52 1.061, H57 1.160
106 O 0.14 3.41 3.83  S62 1.496
107 H 0.91 2.13 -3.90  C51 1.178
108 S -2.66 0.22 -5.00  C43 1.731, O56 1.546, C66 1.761
109 H 2.36 5.10 4.58  C26 1.044
110 H 2.92 -5.07 -7.52  C39 1.080
111 H -6.79 -1.68 1.09  C95 1.121
112 H 3.32 -3.48 -7.39  C39 1.054
113 H -0.93 -3.04 -3.02  C121 0.907
114 H 2.60 -4.76 -1.30  C77 1.095
115 S -0.50 -2.72 4.12  C55 1.729, C83 1.803, O130 1.513
116 H -4.17 -0.44 0.69  C50 1.062
117 H -2.96 1.51 -3.12  C66 1.123
118 H 0.93 3.64 1.39  C92 1.034
119 H -1.07 1.48 1.56  C88 1.031
120 S -2.49 -4.44 -3.46  O60 1.518, C79 1.803, C121 1.735
121 C -1.02 -3.89 -2.72  H68 1.107, H97 0.904, H113 0.907, S120 1.735
122 H -6.35 -0.35 2.13  C95 1.091
123 H 3.62 0.30 2.49  C32 1.015
124 S -3.94 3.26 0.05  C22 1.825, O64 1.522, C94 1.781
125 H 1.17 -0.57 -1.43  C10 1.061
126 H 1.56 1.35 3.60  C85 1.067
127 H 5.95 -0.12 -0.62  C16 1.109
128 H -3.28 0.86 3.42  C70 1.139
129 H 1.83 0.47 -0.07  C10 1.219
130 O -0.41 -1.22 4.22  S115 1.513